Arrangement A

DFT (wB97M-V/def2-TZVPD) results for the ion C4H11N2S with charge +1.

```
18
Properties=species:S:1:pos:R:3
C 2.387 -0.729 -1.077
C 1.232 -0.261 -0.674
N 0.122 0.388 -1.654
C 0.757 -0.003 0.727
N -0.532 -0.596 0.821
C -1.539 0.146 1.472
S -2.305 1.477 0.320
H 2.501 -1.031 -2.152
H 3.285 -1.087 -0.416
H 0.373 1.370 -2.010
H -0.729 0.240 -1.098
H -0.036 -0.276 -2.341
H 1.442 -0.427 1.426
H 0.736 1.073 0.851
H -0.614 -1.582 0.746
H -2.343 -0.521 1.774
H -1.285 0.547 2.447
H -3.454 1.270 0.839
```

Values from the calculation:
SMILES string ... C=C([NH3+])CNCS
Charge ... +1
Gap between HOMO and LUMO ... 9.5443 eV



Arrangement B

DFT (wB97M-V/def2-TZVPD) results for a cluster of 2 separate species, C4H11N2S in total.

```
18
Properties=species:S:1:pos:R:3
C 0.901 0.218 0.165
C 1.722 1.647 1.996
C 0.873 0.428 1.624
C -0.554 -0.405 -1.696
N -0.096 -0.103 -0.530
N -2.565 -1.012 -1.297
S -0.060 -1.790 -2.625
H 1.858 0.427 -0.326
H 1.343 2.539 1.499
H 1.692 1.813 3.073
H 2.761 1.492 1.703
H -0.152 0.532 1.979
H 1.308 -0.457 2.105
H -0.999 0.383 -2.292
H -2.667 -2.017 -1.404
H -3.190 -0.556 -1.954
H -2.832 -0.752 -0.352
H 0.658 -2.386 -1.667
```

Values from the calculation:
Charge ... +1
Gap between HOMO and LUMO ... 10.2254 eV



Going by the computed energies, the most stable comes first: arrangement B, arrangement A.